[1]
DFT (the ωB97M-V functional and the def2-TZVPD basis) results for a structure of composition C23H18BBaBrF4N2O.

```
51
Properties=species:S:1:pos:R:3:forces:R:3
Ba 1.63805 0.27686 1.39708 -0.24 -0.14 -0.25
Br -5.26335 4.34309 0.44698 -0.01 0.00 0.02
C -3.66893 3.46198 0.97508 0.03 -0.05 -0.22
C -3.28864 3.44482 2.31660 0.04 -0.01 0.16
C -2.14202 2.79651 2.69688 -0.10 0.05 -0.03
C -1.29702 2.13069 1.77052 -0.34 0.13 -0.46
O -0.27238 1.49712 2.19220 0.24 -0.04 -0.06
C -1.68543 2.18411 0.38329 -0.06 0.07 0.14
C -1.00180 1.62474 -0.76566 0.11 0.03 -0.05
N 0.18314 1.13019 -0.87953 0.38 -0.20 0.59
C 0.64581 0.70946 -2.14753 -0.19 0.16 -0.24
C 0.16470 1.25361 -3.31860 0.02 -0.04 0.06
C 0.56967 0.80239 -4.58723 -0.02 0.01 -0.03
C 1.48441 -0.19835 -4.70518 0.02 -0.02 -0.04
C 2.06924 -0.74428 -3.54088 -0.07 0.11 0.10
C 3.05925 -1.74825 -3.61684 0.05 -0.05 0.02
C 3.65442 -2.22010 -2.48430 0.04 0.00 -0.01
C 3.26203 -1.66302 -1.25419 -0.07 -0.01 -0.18
N 2.32639 -0.75303 -1.15553 -0.36 0.31 0.70
C 1.69155 -0.27670 -2.25461 -0.07 -0.06 -0.44
C -2.88671 2.83998 0.03862 -0.11 0.07 0.11
H -3.90153 3.93681 3.06074 -0.02 0.01 -0.02
H -1.85407 2.77199 3.73948 0.06 -0.03 -0.01
H -1.62825 1.68502 -1.66066 0.00 -0.12 -0.01
H -0.54926 2.06402 -3.27451 0.01 0.02 0.01
H 0.13993 1.26301 -5.46691 0.01 -0.01 -0.01
H 1.79591 -0.56681 -5.67422 0.00 0.00 0.00
H 3.33944 -2.12622 -4.59274 0.01 -0.01 0.00
H 4.41782 -2.98404 -2.51592 0.01 0.00 0.00
H 3.73050 -1.97749 -0.32640 0.03 -0.03 -0.01
H -3.19487 2.86260 -0.99980 0.01 -0.01 -0.01
C -1.16320 -1.60311 3.54425 -0.02 0.03 0.03
C -1.35335 -1.68147 2.05443 0.05 0.00 -0.06
C -0.44961 -2.39260 1.26130 0.15 0.05 0.02
C -0.60305 -2.46576 -0.11781 0.01 0.01 0.01
C -1.67982 -1.83821 -0.72911 0.00 0.00 -0.01
C -2.58904 -1.13679 0.04875 -0.01 -0.01 -0.01
C -2.42418 -1.05636 1.42446 0.01 0.01 0.02
H -1.10913 -2.59986 3.98373 0.01 0.00 0.00
H -1.98191 -1.06257 4.01591 0.00 0.01 -0.01
H -0.24063 -1.08031 3.80832 0.00 -0.01 0.01
H 0.38595 -2.90090 1.73668 -0.02 -0.04 0.00
H 0.11246 -3.02210 -0.71097 0.00 0.00 0.00
H -1.80772 -1.89647 -1.80259 0.00 0.00 -0.01
H -3.43147 -0.63923 -0.41539 0.00 0.00 0.00
H -3.13222 -0.48949 2.01726 0.00 0.01 0.00
F 3.20710 -1.42220 2.61030 -0.02 0.37 -0.30
B 4.02483 -0.39824 3.25461 0.44 -0.16 0.39
F 3.49660 -0.20672 4.50585 0.05 0.00 0.18
F 5.32779 -0.78658 3.18145 0.10 -0.01 0.14
F 3.87262 0.85830 2.53231 -0.16 -0.38 -0.22
```
Forces are in eV/Å.

Computed properties:
Relative energy (zero: lowest compared OMol25 entry of this formula, charge and spin) in kcal/mol: 14.70
Maximum force in eV Å⁻¹: 0.85
M in g mol⁻¹: 642.446
Multiplicity: 1
Kohn-Sham gap in eV: 6.9

=====

[2]
DFT (the ωB97M-V functional and the def2-TZVPD basis) results for the molecule C2H4N4O2 in a non-equilibrium geometry.

```
12
Properties=species:S:1:pos:R:3:forces:R:3
C -0.40546 -2.45601 2.27170 1.13 3.26 3.85
N 0.22735 -1.30618 1.42777 2.90 -3.82 4.66
N -0.48628 -0.73996 0.50777 -0.15 3.19 -2.32
C -0.04751 0.25082 -0.19276 -3.77 -4.27 1.21
O 1.04335 0.86209 -0.40799 4.53 2.66 0.81
N 0.78107 1.94172 -1.35043 -1.42 -1.42 -1.03
N -0.31191 1.63633 -1.88870 1.78 0.65 1.93
O -0.83489 0.58463 -1.23835 -2.63 0.33 -2.29
H -0.99101 -1.89460 3.32692 0.65 -1.79 -3.61
H -0.89534 -3.20841 1.67486 -0.72 0.38 -0.09
H 0.33311 -3.02713 2.96412 -0.35 1.13 -1.93
H 1.13168 -0.93587 1.85631 -1.96 -0.31 -1.19
```
Forces are in eV/Å.

Computed properties:
Relative energy (zero: lowest compared OMol25 entry of this formula, charge and spin) in kcal/mol: 139.70
Maximum force in eV Å⁻¹: 6.68
M in g mol⁻¹: 116.080
Multiplicity: 1
Kohn-Sham gap in eV: 7.9

=====

[3]
DFT (the ωB97M-V functional and the def2-TZVPD basis) results for a cluster of 2 separate species, CHO3PS in total in a non-equilibrium geometry.

```
7
Properties=species:S:1:pos:R:3:forces:R:3
C 2.41792 -0.84873 0.30036 -2.31 -0.85 -0.42
O -1.77144 0.07309 -1.45676 0.14 -0.14 -1.88
O -1.55040 1.62824 0.53260 0.42 1.92 0.75
O -2.12225 -0.81689 0.87255 -0.10 -0.68 0.69
P -1.74868 0.29751 -0.01619 -0.74 -1.06 0.42
S 3.47719 0.35166 -0.03916 0.30 0.68 -0.34
H 1.29765 -0.68488 -0.19341 2.30 0.14 0.78
```
Forces are in eV/Å.

Computed properties:
Relative energy (zero: lowest compared OMol25 entry of this formula, charge and spin) in kcal/mol: 9.52
Maximum force in eV Å⁻¹: 2.50
M in g mol⁻¹: 124.057
Charge: -2
Multiplicity: 1
Kohn-Sham gap in eV: 4.7

=====

[4]
DFT (the ωB97M-V functional and the def2-TZVPD basis) results for a structure of composition C38H40N5O8P4SeW.

```
97
Properties=species:S:1:pos:R:3:forces:R:3
W -0.47244 1.30300 0.19816 -0.26 0.01 -0.44
O 0.30336 0.60828 2.03472 -0.03 -0.05 -0.07
P 0.42483 -0.87347 2.46741 0.05 0.10 0.07
C 2.17072 -1.54853 0.13155 -0.01 0.01 0.05
P -0.61979 -0.38014 -2.55153 -0.02 -0.05 -0.02
O -0.58021 1.01127 -1.92163 0.15 0.05 -0.10
C 0.97144 -0.94321 -3.08594 0.01 -0.02 -0.06
C 1.14991 -2.26240 -3.51832 -0.02 -0.01 0.00
C 2.41119 -2.69486 -3.88489 0.00 -0.01 0.00
C 3.49130 -1.81686 -3.82108 0.01 -0.01 -0.01
C 3.31323 -0.50675 -3.40434 0.01 0.01 0.00
C 2.05022 -0.06221 -3.03976 -0.02 0.02 0.00
C -1.87037 -0.59380 -3.77454 -0.03 -0.02 0.02
C -3.20880 -0.36073 -3.42847 0.00 0.01 0.02
C -4.19354 -0.48320 -4.38850 0.01 0.00 -0.01
C -3.84991 -0.83683 -5.69146 -0.01 0.00 0.01
C -2.52598 -1.06045 -6.03876 0.00 -0.01 0.00
C -1.52875 -0.93963 -5.08350 0.05 -0.01 -0.04
C -1.01131 -1.95646 2.52594 -0.03 0.04 -0.03
C -2.33587 -1.54535 2.40108 0.02 0.02 0.02
C -3.36293 -2.46787 2.54687 0.00 0.03 0.00
C -3.07837 -3.79843 2.81842 0.03 -0.03 -0.02
C -1.75864 -4.21300 2.95155 -0.05 0.01 0.03
C -0.72962 -3.29645 2.81256 0.06 -0.04 0.00
C 1.08649 -0.82956 4.12473 0.04 0.02 -0.01
C 2.41255 -0.43862 4.32984 0.06 0.01 -0.05
C 2.91753 -0.33563 5.61209 -0.03 -0.01 0.03
C 2.09709 -0.61228 6.70153 0.02 0.01 -0.02
C 0.77741 -0.98733 6.50605 -0.01 0.00 0.01
C 0.26781 -1.09801 5.22025 -0.05 -0.02 -0.01
H 1.61934 -0.88133 -0.50572 0.00 -0.01 0.00
H 3.23269 -1.60008 -0.07202 0.00 0.00 0.00
H 0.30588 -2.93978 -3.60394 0.00 0.00 0.02
H 2.55643 -3.70715 -4.23737 -0.01 0.00 0.00
H 4.47556 -2.15976 -4.11144 0.00 0.00 0.00
H 4.15360 0.17186 -3.35702 0.00 0.01 0.01
H 1.90277 0.95564 -2.70749 0.01 -0.02 -0.03
H -3.47840 -0.06577 -2.41958 0.00 -0.01 0.00
H -5.22835 -0.30483 -4.13073 0.00 0.00 0.01
H -4.62415 -0.93539 -6.44051 0.00 0.00 0.00
H -2.26837 -1.32660 -7.05447 0.00 0.00 0.00
H -0.49501 -1.10468 -5.35978 -0.02 0.02 0.00
H -2.56718 -0.51082 2.19795 0.00 0.04 -0.02
H -4.39108 -2.14213 2.46113 0.00 0.01 0.00
H -3.88340 -4.51077 2.93967 0.00 0.00 0.00
H -1.53338 -5.24518 3.18428 0.00 -0.01 0.01
H 0.29400 -3.62953 2.95307 -0.03 0.01 0.02
H 3.05641 -0.21731 3.48507 -0.01 0.00 0.01
H 3.94729 -0.04593 5.77033 0.00 0.00 0.00
H 2.49297 -0.53644 7.70523 0.00 0.00 0.00
H 0.14261 -1.20127 7.35488 0.00 0.00 0.00
H -0.76274 -1.39856 5.07960 0.00 -0.01 -0.01
N 3.05489 4.78613 0.75182 0.00 -0.05 0.03
C 2.28025 3.90892 -0.20851 0.06 0.01 -0.02
C 2.54636 4.38024 -1.63604 0.03 0.00 -0.01
P 2.80364 2.13285 0.01280 0.00 0.09 -0.20
O 3.09850 2.13080 1.58502 -0.07 -0.06 0.08
O 3.95631 1.76027 -0.80311 0.08 0.04 -0.03
O 1.49886 1.36837 -0.28754 -0.14 -0.20 0.43
P 0.49945 3.95782 0.19695 -0.04 0.00 0.19
O 0.30661 5.50522 0.39107 -0.04 0.00 -0.09
O 0.22992 3.11064 1.41992 0.19 0.15 0.12
O -0.26577 3.27945 -0.91718 -0.06 -0.11 0.18
H 4.03845 4.83848 0.46810 0.00 0.00 0.00
H 3.02317 4.40001 1.70205 0.00 0.01 0.01
H 2.67604 5.73887 0.76265 0.00 0.00 -0.01
H 3.59929 4.25053 -1.88924 0.00 -0.01 -0.01
H 2.25911 5.42495 -1.76811 -0.01 0.00 0.00
H 1.95580 3.78257 -2.32848 0.01 0.00 -0.01
H 3.91037 1.65478 1.81611 -0.01 0.06 -0.08
H -0.57743 5.84807 0.59484 0.01 0.00 0.02
Se -2.16879 2.55028 3.26222 -0.02 -0.01 -0.01
N -3.16324 3.83054 2.50788 0.03 -0.02 0.11
C -3.32542 3.55278 1.21132 -0.13 0.07 -0.18
C -3.91037 4.31578 0.18466 0.02 -0.02 0.03
C -3.74211 3.87782 -1.13349 -0.01 0.00 0.01
C -3.01071 2.74893 -1.45177 -0.01 -0.08 -0.01
N -2.52835 1.93592 -0.46951 0.30 -0.10 0.00
C -2.72133 2.34039 0.78285 0.01 -0.08 0.16
N -2.03264 1.61100 1.66878 0.10 0.13 0.03
H -4.43804 5.23336 0.40632 0.00 0.00 0.01
H -4.17406 4.45043 -1.94245 0.00 0.01 0.00
H -2.81093 2.45755 -2.47188 0.02 -0.01 0.00
C 0.32459 -4.88794 -0.37442 0.01 -0.01 0.04
C 0.34132 -3.40228 -0.24731 -0.10 -0.02 0.01
C 1.50276 -2.89664 0.44798 0.07 0.00 0.00
C 1.69279 -1.77549 1.50713 0.01 0.05 -0.04
N -0.69708 -0.45195 0.04664 -0.22 0.09 0.01
C -1.13005 -1.34288 -0.93622 0.02 0.03 -0.08
C -0.71276 -2.73126 -0.90263 0.03 0.00 -0.01
H 0.27571 -5.32690 0.62800 0.01 0.00 -0.01
H 1.26780 -5.23627 -0.80623 0.00 0.00 -0.01
H -0.50598 -5.26470 -0.96374 0.00 0.00 0.00
H 2.20245 -3.69727 0.65006 -0.01 0.00 -0.01
H 2.46602 -2.10619 2.19306 0.00 0.00 0.00
H -2.22700 -1.31014 -1.02793 0.00 -0.02 0.01
H -1.33442 -3.37857 -1.51364 0.00 0.00 -0.02
```
Forces are in eV/Å.

Computed properties:
Relative energy (zero: lowest compared OMol25 entry of this formula, charge and spin) in kcal/mol: 118.12
Maximum force in eV Å⁻¹: 0.51
M in g mol⁻¹: 1081.461
Charge: +3
Multiplicity: 3
Kohn-Sham gap (spin up / spin down) in eV: 5.9 / 4.9